DFT (ωB97M-V/def2-TZVPD) results for 2 unconnected molecules or ions with the total composition C3H9NO2 at a distorted geometry.

HOMO	-9.0	eV
M	91.110	g mol⁻¹
energy	-324.88723	Eh
HOMO-LUMO gap	9.620	eV

The geometry in XYZ format:
```
15
Properties=species:S:1:pos:R:3:forces:R:3:mulliken_charge:R:1
C 0.318181 -0.982600 2.329362 0.79 -1.65 0.01 -0.783
N 1.045180 -1.639522 1.246679 0.40 -0.09 0.07 -0.463
H -1.046393 2.556861 -0.164217 -1.13 1.21 0.31 0.286
H 1.926790 -2.029976 1.567040 -0.42 -0.18 -0.44 0.183
H 0.489804 -2.278413 0.662140 0.61 0.35 0.93 0.206
H 0.520049 0.015098 2.401952 1.09 3.00 -0.38 0.279
H 0.504574 -1.272889 3.374853 -0.37 -1.00 -0.40 0.277
H -0.676561 -0.969916 2.027470 -2.11 -0.41 0.17 0.310
C -0.073918 0.618700 -2.264348 3.01 -1.61 -1.23 -0.921
C -1.249660 1.187455 -1.454744 2.88 1.51 -1.08 0.665
O -2.285421 1.588898 -1.833342 -2.45 -0.43 -1.28 -0.498
O -0.748491 1.680147 -0.305005 1.75 -1.82 0.92 -0.433
H 0.802779 0.378912 -1.606888 -1.19 -0.17 0.00 0.295
H 0.494859 1.343626 -2.906687 -1.37 0.64 0.78 0.271
H -0.021779 -0.196387 -3.074264 -1.51 0.64 1.61 0.326
```
Positions in Å, forces in eV/Å.

=====

DFT (ωB97M-V/def2-TZVPD) results for 2 unconnected molecules or ions with the total composition C2H11N2 at a distorted geometry.

HOMO	-15.2	eV
net charge	+1
M	63.124	g mol⁻¹
energy	-192.05542	Eh
HOMO-LUMO gap	12.120	eV

The geometry in XYZ format:
```
15
Properties=species:S:1:pos:R:3:forces:R:3:mulliken_charge:R:1
N 0.087138 -2.479823 0.000986 -0.54 0.23 0.22 -0.899
H 0.065195 -2.865997 0.941460 0.49 0.16 0.10 0.268
H 0.184745 -0.470864 -0.014216 -0.11 0.03 1.31 0.361
H 0.898344 -2.852093 -0.476971 0.03 -0.20 0.05 0.262
H -0.731136 -2.933677 -0.396111 0.07 0.20 -0.47 0.259
C 0.535005 1.194846 -1.067789 1.95 -0.26 -0.98 -0.811
N 0.306467 0.539612 0.286543 -0.55 0.11 -2.47 0.026
C -0.885369 1.155104 0.927068 -0.90 0.30 0.73 -0.772
H 0.907228 0.454900 -1.801929 -0.85 -0.11 0.42 0.336
H -0.335807 1.724782 -1.442132 0.09 -0.19 0.19 0.320
H 1.433818 1.823151 -1.058612 -0.60 0.48 0.55 0.348
H 1.163217 0.656943 0.818286 -0.17 -0.26 0.31 0.370
H -0.599701 1.680905 1.824771 0.22 -0.07 0.33 0.343
H -1.698055 0.461884 1.174860 0.64 -0.26 -0.13 0.304
H -1.331090 1.910328 0.283785 0.23 -0.14 -0.16 0.285
```
Positions in Å, forces in eV/Å.

=====

DFT (ωB97M-V/def2-TZVPD) results for a molecular structure, C4H6O2 at a distorted geometry.

HOMO	-9.3	eV
M	86.090	g mol⁻¹
energy	-306.36837	Eh
HOMO-LUMO gap	9.889	eV

The geometry in XYZ format:
```
12
Properties=species:S:1:pos:R:3:forces:R:3:mulliken_charge:R:1
O 0.456587 -0.823873 -2.292640 -0.35 0.75 1.40 -0.306
C 0.191134 -0.254274 -1.324575 0.30 -0.58 -1.44 0.322
C 0.629577 -1.097645 0.540811 -0.04 -0.09 0.50 -0.665
C 0.064178 -0.285372 1.485072 0.21 -0.34 0.06 -0.311
O -0.616589 1.517400 0.504858 -0.11 0.03 -0.52 -0.524
C -0.664333 1.449098 -0.742186 -0.19 0.09 0.01 -0.198
H 1.706603 -1.081251 0.396776 -0.11 0.14 -0.12 0.322
H 0.151279 -2.036495 0.275188 -0.06 0.17 -0.06 0.340
H -0.914146 -0.503503 1.903003 0.09 0.14 -0.26 0.227
H 0.651135 0.439840 2.026203 0.03 -0.05 -0.04 0.206
H 0.016342 2.057645 -1.377082 -0.06 -0.24 0.28 0.302
H -1.619714 1.198323 -1.258090 0.29 -0.01 0.20 0.284
```
Positions in Å, forces in eV/Å.

=====

DFT (ωB97M-V/def2-TZVPD) results for a molecular structure, C13H30IrN9O3S at a distorted geometry.

HOMO (alpha / beta)	-18.2 / -18.2	eV
net charge	+3
M	584.727	g mol⁻¹
spin multiplicity	2
energy	-1733.22066	Eh
HOMO-LUMO gap (alpha / beta)	6.516 / 6.219	eV

The geometry in XYZ format:
```
57
Properties=species:S:1:pos:R:3:forces:R:3:lowdin_spin:R:1
Ir 0.144087 -0.563869 0.259587 -0.91 -4.45 -1.83 0.582
C -0.131065 0.073416 -3.282882 -0.10 -0.07 -0.12 0.000
C -1.396370 0.156438 -2.446202 -0.21 0.00 -0.03 0.001
N -1.243189 0.538393 -1.007968 1.16 1.05 0.38 -0.009
C -2.601261 0.590192 -0.385834 -0.20 0.12 -0.36 0.000
C -2.484536 0.615458 1.094691 -0.29 0.18 0.37 0.003
N -1.553159 -0.434159 1.543576 0.50 0.56 0.46 0.072
C -2.155834 -1.721721 1.989853 -0.09 -0.08 0.03 0.003
C -3.018654 -2.469323 0.993566 -0.08 0.08 -0.04 0.000
C -2.412781 -2.794747 -0.373970 -0.13 -0.17 -0.04 0.002
N -0.956813 -2.568428 -0.467369 0.00 1.28 0.38 0.027
C -0.403690 -2.928408 -1.784297 -0.06 -0.24 -0.16 0.000
C 1.036283 -2.527407 -1.830118 0.14 -0.14 -0.19 0.000
N 1.221498 -1.097323 -1.463435 0.19 0.25 0.47 0.014
C 1.171244 -0.085808 -2.546163 0.40 0.14 -0.23 -0.001
H -0.008918 0.981176 -3.874591 -0.07 0.00 -0.03 0.000
H -0.274257 -0.727059 -4.011796 0.05 0.01 0.01 0.000
H -1.937112 -0.784418 -2.443422 0.01 -0.03 0.00 0.000
H -2.060772 0.880136 -2.920321 -0.14 0.06 0.20 0.000
H -0.857524 1.483868 -0.979200 -0.14 0.07 -0.08 0.000
H -3.168243 -0.267652 -0.737876 0.07 -0.04 0.02 0.000
H -3.137424 1.480305 -0.718605 0.06 -0.01 -0.19 0.000
H -3.469719 0.487874 1.546420 0.02 -0.03 0.10 0.001
H -2.097030 1.577393 1.431040 0.06 -0.01 0.03 0.000
H -1.057374 -0.080412 2.359377 -0.39 -0.03 0.21 0.002
H -2.782995 -1.504707 2.854862 0.04 0.08 0.10 0.002
H -1.339059 -2.344140 2.354368 0.02 0.00 -0.03 0.000
H -3.968952 -1.954069 0.840908 0.02 0.02 0.04 0.000
H -3.275635 -3.396741 1.506053 -0.07 -0.02 -0.04 0.000
H -2.887706 -2.238481 -1.179142 0.03 0.09 0.01 0.000
H -2.626342 -3.842735 -0.595852 0.21 -0.07 -0.10 0.001
H -0.467670 -3.099644 0.250614 -0.12 -0.20 -0.03 0.000
H -1.000115 -2.471672 -2.568937 0.00 0.05 0.04 0.000
H -0.460758 -4.008128 -1.948928 -0.12 -0.04 0.13 0.000
H 1.453309 -2.718165 -2.819571 0.09 0.08 -0.01 0.000
H 1.601121 -3.115835 -1.108189 0.08 0.00 -0.04 0.000
H 2.170323 -1.022330 -1.093775 0.15 -0.11 -0.42 0.004
H 1.938116 -0.330182 -3.282998 0.11 -0.07 0.07 0.000
H 1.474027 0.854545 -2.084443 0.01 -0.01 0.08 0.000
C 2.864629 5.400800 1.653809 -0.08 -0.13 0.05 0.000
C 3.209305 3.958147 1.600064 0.03 0.19 -0.03 0.000
N 4.371143 3.450216 1.845574 -0.03 -0.39 -0.02 0.001
N 4.221701 2.114212 1.609149 0.41 0.07 0.17 0.001
C 3.015611 1.782337 1.192280 -0.02 0.07 -0.21 0.005
S 2.631039 0.184291 0.635414 -1.09 0.87 -0.01 0.024
N 2.339310 2.946746 1.195619 -0.44 0.14 0.01 0.000
N 0.970612 3.078780 0.937182 0.07 -0.19 -0.10 0.001
H 3.742773 5.945937 1.988561 0.02 0.01 0.03 0.000
H 2.043704 5.601599 2.343379 0.01 -0.03 0.02 0.000
H 2.590972 5.770735 0.664372 0.00 0.00 -0.02 0.000
H 5.006511 1.496407 1.764071 0.09 0.00 -0.03 0.000
H 0.835310 3.942047 0.420601 -0.01 0.02 -0.06 0.000
H 0.495657 3.167966 1.830515 -0.01 0.13 0.04 0.000
O 1.051327 -2.322798 1.145844 0.51 0.79 0.12 0.044
N 1.201685 -1.901275 2.374881 -0.02 0.39 0.24 -0.003
O 1.682820 -2.526496 3.236697 0.02 -0.17 -0.12 0.018
O 0.750840 -0.711284 2.492959 0.23 -0.07 0.76 0.203
```
Positions in Å, forces in eV/Å.

=====

DFT (ωB97M-V/def2-TZVPD) results for 9 unconnected molecules or ions with the total composition C48H48ClFN10O5P at a distorted geometry.

HOMO	-10.5	eV
net charge	+1
M	930.402	g mol⁻¹
energy	-3682.78448	Eh
HOMO-LUMO gap	5.744	eV

The geometry in XYZ format:
```
114
Properties=species:S:1:pos:R:3:forces:R:3:mulliken_charge:R:1
N 0.361665 -0.045260 1.714067 -0.24 0.57 -0.27 -0.806
P -0.643731 0.675439 0.808972 0.76 -0.46 0.64 0.859
O -2.126539 0.154348 0.879917 -0.31 0.21 -0.16 -0.405
O -0.698533 2.258899 0.947991 -0.30 -0.05 -0.16 -0.200
C -0.225296 0.468068 -0.957104 -0.02 -0.19 -0.20 0.566
C -0.992335 -0.135598 -1.955193 0.31 0.23 0.06 0.563
C -2.356141 -0.723153 -1.731187 0.16 0.48 0.20 -0.010
O -2.553693 -1.727314 -1.152119 -0.07 -0.46 -0.01 -0.428
O -3.351226 -0.051265 -2.398081 -0.46 -0.05 0.15 -0.224
Cl -3.443680 1.573544 -1.938467 0.11 0.01 -0.22 0.048
C -0.520473 -0.254401 -3.264264 0.15 0.16 0.11 -0.622
C 0.717714 0.240892 -3.566746 -0.29 -0.07 0.25 -0.812
N 1.440860 0.826659 -2.594959 -0.19 0.02 0.00 0.180
C 1.031135 0.964789 -1.316809 0.08 -0.12 -0.35 -0.046
C 1.951619 1.683380 -0.376480 0.02 0.30 -0.09 0.404
C 3.374378 1.674201 -0.853044 -0.25 -0.11 0.43 0.148
O 3.869261 2.416196 -1.622363 0.21 0.18 -0.53 -0.472
F 4.044544 0.663923 -0.308525 0.29 -0.15 -0.13 -0.256
H 0.860764 0.538217 2.373329 0.09 -0.30 0.26 0.288
H -2.363902 0.044110 1.814500 -0.22 -0.29 -0.05 0.352
H -1.492178 2.625665 0.531129 0.07 0.35 0.08 0.273
H -1.129921 -0.711883 -4.024624 -0.05 -0.06 -0.16 0.661
H 1.146771 0.202546 -4.551972 0.15 0.01 -0.12 0.496
H 2.339842 1.219519 -2.859843 0.08 0.09 0.08 0.197
H 1.625545 2.723523 -0.301384 -0.08 0.14 0.01 0.134
H 1.896880 1.233050 0.608155 -0.06 -0.16 0.03 0.103
N -6.340652 -5.584398 -2.774162 0.04 -0.08 -0.04 -0.145
C -5.181616 -6.238040 -2.698353 -0.01 -0.01 -0.03 -0.079
C -3.984404 -5.637140 -2.337955 -0.05 0.05 -0.03 -1.008
C -3.992833 -4.283287 -2.037045 0.01 -0.14 -0.08 -0.046
C -5.191458 -3.596478 -2.102706 0.00 0.05 0.07 -0.232
C -6.332551 -4.288266 -2.477872 -0.12 -0.07 0.12 -0.674
H -5.216780 -7.294294 -2.944260 0.02 0.00 0.02 0.408
H -3.072443 -6.216652 -2.300191 0.00 -0.02 0.01 0.417
H -3.087422 -3.764586 -1.764191 0.02 -0.14 0.05 0.626
H -5.242728 -2.538922 -1.879581 -0.01 0.00 0.01 0.413
H -7.289498 -3.781643 -2.547171 0.01 0.02 0.01 0.359
N 4.754285 -0.403907 3.708700 -0.04 0.02 0.00 -0.573
C 5.334010 -0.219132 4.892379 -0.04 -0.07 0.07 -0.310
C 6.084580 0.906280 5.208873 -0.02 -0.02 -0.05 -0.426
C 6.246124 1.890041 4.247270 0.08 0.06 0.08 -0.553
C 5.649314 1.708496 3.009400 -0.03 0.00 -0.01 -0.517
C 4.918602 0.550154 2.795135 -0.01 0.03 0.08 -0.373
H 5.184933 -1.009817 5.620667 0.00 0.03 0.03 0.516
H 6.529779 1.005083 6.189765 0.00 -0.01 0.01 0.430
H 6.824306 2.783074 4.452179 0.00 0.02 -0.06 0.680
H 5.752315 2.451447 2.229058 0.01 0.00 0.00 0.406
H 4.434519 0.371260 1.844422 0.04 -0.03 0.01 0.704
N 0.335915 5.383547 0.676790 -0.16 0.02 0.09 -0.148
C 0.079131 5.024209 1.939446 0.09 0.03 -0.13 -0.011
C -0.586050 5.825209 2.852622 0.04 -0.01 -0.01 -0.864
C -0.997220 7.083412 2.446433 -0.08 0.03 0.05 -0.170
C -0.740744 7.476021 1.145766 0.00 0.02 -0.08 -0.730
C -0.081940 6.596391 0.298935 0.08 -0.12 0.00 0.157
H 0.418211 4.037351 2.226857 0.03 0.02 0.06 0.433
H -0.773434 5.470847 3.856522 0.04 -0.01 0.02 0.386
H -1.514751 7.742992 3.130312 0.00 0.01 0.01 0.401
H -1.050467 8.445970 0.783589 0.02 0.01 -0.03 0.398
H 0.115948 6.877916 -0.729400 -0.02 0.02 0.01 0.127
N 0.303331 6.880414 -3.491287 -0.07 -0.03 0.06 -0.516
C 1.127446 5.896860 -3.144026 0.07 0.03 0.07 -0.297
C 1.347042 4.769547 -3.922402 -0.19 0.10 -0.10 -0.370
C 0.668919 4.661756 -5.127924 0.01 -0.06 0.02 -0.277
C -0.197626 5.676884 -5.499738 0.02 -0.03 0.01 -0.404
C -0.344427 6.761889 -4.647703 0.00 0.04 0.00 -0.277
H 1.643444 6.027121 -2.198336 0.04 -0.09 -0.01 0.531
H 2.041317 4.013391 -3.592029 0.17 -0.08 0.04 0.488
H 0.817851 3.805160 -5.774992 0.01 0.02 -0.01 0.395
H -0.744743 5.636498 -6.431187 0.00 0.01 -0.01 0.370
H -1.007822 7.579238 -4.905657 -0.01 -0.01 -0.02 0.371
N 6.985803 5.432486 4.554758 -0.01 -0.06 0.00 -0.302
C 7.547319 6.601622 4.256322 0.03 0.00 -0.05 -0.248
C 7.440205 7.729844 5.055517 -0.02 -0.01 0.01 -0.424
C 6.707798 7.641598 6.228287 0.00 -0.01 0.00 -0.190
C 6.116914 6.430793 6.552246 0.02 0.04 0.00 -0.669
C 6.288417 5.362615 5.685876 -0.04 -0.05 0.00 0.097
H 8.110959 6.634093 3.330648 0.01 0.02 0.01 0.359
H 7.921006 8.652744 4.762946 0.01 0.00 -0.01 0.354
H 6.601075 8.499695 6.878664 0.00 0.01 0.00 0.378
H 5.537464 6.313053 7.457283 0.00 -0.01 0.01 0.358
H 5.843595 4.397623 5.907189 -0.03 0.02 0.04 0.302
N -5.289557 -1.740456 -6.080651 0.07 -0.01 0.01 -0.491
C -5.026864 -1.709039 -7.385659 0.01 0.02 0.00 -0.334
C -5.085270 -2.823876 -8.208577 0.00 -0.01 0.01 -0.290
C -5.432390 -4.042262 -7.646743 0.00 0.00 0.00 -0.534
C -5.709621 -4.092626 -6.290171 0.00 -0.02 -0.01 -0.031
C -5.627120 -2.918838 -5.556845 0.01 0.09 -0.07 -0.263
H -4.759354 -0.739575 -7.792245 -0.01 -0.01 -0.03 0.376
H -4.865557 -2.735645 -9.263508 0.00 0.01 -0.01 0.376
H -5.489277 -4.934798 -8.255886 0.00 0.00 -0.01 0.390
H -5.988508 -5.017774 -5.803777 -0.01 0.01 0.02 0.411
H -5.841459 -2.920606 -4.497742 0.00 0.00 -0.05 0.369
N 5.758344 -2.999526 7.585336 -0.03 0.03 -0.04 -0.509
C 6.982901 -2.760333 7.125323 0.02 0.09 0.00 0.194
C 7.968735 -3.728061 7.012086 -0.02 -0.04 0.02 -0.631
C 7.665020 -5.021469 7.405219 -0.01 0.00 -0.01 -0.158
C 6.394008 -5.287667 7.888854 0.02 0.01 -0.01 -0.403
C 5.480016 -4.246570 7.956701 -0.02 -0.01 0.01 -0.157
H 7.181631 -1.733982 6.834868 0.08 -0.02 -0.03 0.232
H 8.945887 -3.472130 6.626834 0.01 0.01 0.00 0.350
H 8.405109 -5.807792 7.335802 0.00 -0.01 0.00 0.373
H 6.112919 -6.281652 8.207710 -0.01 -0.01 0.01 0.349
H 4.475589 -4.417834 8.327235 0.00 -0.03 0.01 0.362
N -10.151437 -10.280672 -1.806794 -0.02 -0.02 0.01 -0.549
C -10.301399 -10.058648 -3.109616 -0.02 -0.01 -0.02 -0.173
C -9.544755 -9.141026 -3.824239 0.02 -0.01 0.03 -0.538
C -8.580384 -8.411892 -3.147291 0.03 0.02 -0.05 0.067
C -8.415049 -8.631257 -1.789644 0.00 -0.01 0.00 -0.244
C -9.221908 -9.574059 -1.169721 0.01 0.00 0.03 -0.356
H -11.067059 -10.646255 -3.604176 0.01 0.01 -0.02 0.348
H -9.710931 -9.004055 -4.883951 -0.01 -0.01 -0.01 0.357
H -7.968171 -7.680440 -3.659912 -0.02 0.04 0.02 0.381
H -7.677059 -8.080726 -1.221811 -0.01 0.02 0.01 0.375
H -9.120630 -9.774609 -0.108597 0.02 0.02 0.00 0.332
```
Positions in Å, forces in eV/Å.

=====

DFT (ωB97M-V/def2-TZVPD) results for a molecular structure, CBF4NSTl at a distorted geometry.

HOMO	-4.8	eV
net charge	-1
M	349.272	g mol⁻¹
energy	-1088.18260	Eh
HOMO-LUMO gap	7.203	eV

The geometry in XYZ format:
```
9
Properties=species:S:1:pos:R:3:forces:R:3:mulliken_charge:R:1
Tl 0.887250 0.569799 0.627513 -0.46 -0.51 0.42 0.708
S -1.352967 -1.350826 2.207698 -0.61 -0.58 -3.46 -0.572
C -0.790639 -1.096407 3.666359 0.63 1.30 2.85 0.315
N -0.499569 -0.744206 4.737851 0.44 -0.34 0.27 -0.577
F 1.152219 1.630458 -2.084926 -0.04 1.99 1.08 -0.330
B 0.315596 0.563525 -2.232375 0.80 -1.45 -3.44 0.572
F 1.168382 -0.507593 -1.786844 0.24 -0.86 -0.26 -0.392
F -0.070505 0.575440 -3.622265 0.45 -0.55 0.97 -0.413
F -0.809767 0.359809 -1.513011 -1.45 0.99 1.57 -0.309
```
Positions in Å, forces in eV/Å.

=====

Question: Which of these has the lowest M?
Answer: C2H11N2

=====

Question: Among the records above, which one has the lowest M?
Answer: C2H11N2